C4H3Br2NO | the ωB97M-V functional and the def2-TZVPD basis

molecular weight: 240.882 g mol⁻¹
lowest unoccupied orbital energy: -0.76 eV

Last column: Löwdin charge in e.
Geometry (Å):
C1 -0.15285 0.05216 -0.44344  -0.446
C2 1.76865 -0.04519 -0.61871  -0.422
C3 0.78095 0.04239 0.71205  -0.596
C4 -1.62771 -0.10072 -0.29783  -0.504
N1 0.68420 0.26126 -1.40264  0.209
O1 2.91872 -0.32782 -0.85545  0.124
Br1 0.49318 -1.22655 2.13163  0.709
Br2 -2.29238 1.42232 0.77283  0.659
H1 1.13161 1.04149 1.06672  0.114
H2 -1.60477 -1.03613 0.26845  0.049
H3 -2.09958 -0.08323 -1.33361  0.104

=====

C8H7O2S2 | the ωB97M-V functional and the def2-TZVPD basis

net charge: -1
molecular weight: 199.276 g mol⁻¹
lowest unoccupied orbital energy: 2.93 eV

Last column: Löwdin charge in e.
Geometry (Å):
C1 -1.92793 0.68063 -1.41862  -0.185
C2 -1.89612 1.12221 -2.72031  -0.390
C3 -0.66939 0.24731 -0.83729  -0.377
C4 0.35254 0.49572 -1.68339  -1.097
C5 1.23146 -1.96014 1.45180  -0.714
C6 -0.50919 -0.46197 0.44609  -0.130
C7 0.97458 -0.55862 0.85458  -0.185
C8 1.31880 0.56043 1.82247  -0.078
O1 1.91167 -2.84197 0.96775  0.017
O2 0.65739 -1.73084 2.54464  -0.020
S1 -0.16248 0.99176 -3.23308  0.881
S2 1.97346 0.28774 -1.30719  0.686
H1 -2.93990 0.47060 -0.93305  0.118
H2 -2.51066 1.56181 -3.55057  0.053
H3 -0.98239 0.09881 1.23997  0.120
H4 -1.01720 -1.40185 0.37617  0.124
H5 1.07458 1.37933 1.28980  0.033
H6 2.36225 0.56077 1.99329  0.079
H7 0.75853 0.49828 2.69694  0.067

=====

C19H24N6O3S2 | the ωB97M-V functional and the def2-TZVPD basis

structure (SMILES): COCCNc1nnc(S[C@@H](C)C(=O)Nc2c(C)n(C)n(-c3ccccc3)c2=O)s1
molecular weight: 448.574 g mol⁻¹
lowest unoccupied orbital energy: 0.51 eV

Last column: Löwdin charge in e.
Geometry (Å):
C1 -4.70423 -2.55506 -0.91144  -0.113
O1 -3.40249 -2.30186 -0.45426  -0.211
C2 -2.90343 -3.31911 0.38905  -0.215
C3 -1.48944 -2.94196 0.80739  -0.161
N1 -0.68767 -2.76499 -0.38666  0.011
C4 0.63692 -2.60440 -0.27962  -0.661
N2 1.35716 -2.97850 0.72908  0.009
N3 2.64853 -2.74592 0.58135  -0.056
C5 2.97575 -2.20339 -0.53395  -0.974
S1 4.59338 -1.70117 -0.93526  0.951
C6 4.92299 -0.65845 0.57036  -0.505
C7 6.41153 -0.40512 0.68263  -0.112
C8 4.13909 0.62119 0.30515  -0.507
O2 4.64099 1.58330 -0.23747  0.061
N4 2.84055 0.53545 0.68554  0.156
C9 1.73481 1.32335 0.36332  -0.083
C10 1.51989 2.49232 -0.30474  -0.172
C11 2.45023 3.50002 -0.87031  -0.004
N5 0.15676 2.68909 -0.43675  -0.082
C12 -0.41922 4.01381 -0.39889  -0.018
N6 -0.48629 1.67983 0.27367  0.056
C13 -1.85457 1.41206 0.12422  -0.191
C14 -2.51030 1.68141 -1.07350  -0.027
C15 -3.86138 1.41149 -1.18837  -0.079
C16 -4.55753 0.85868 -0.12704  -0.104
C17 -3.89471 0.56301 1.05204  -0.074
C18 -2.54869 0.84428 1.18754  -0.007
C19 0.44462 0.77537 0.74057  -0.369
O3 0.19940 -0.27259 1.32009  0.049
S2 1.58986 -1.90883 -1.60400  1.020
H1 -4.97228 -1.72282 -1.55851  0.081
H2 -5.41399 -2.61483 -0.07737  0.092
H3 -4.75113 -3.49271 -1.47956  0.091
H4 -3.54030 -3.42593 1.27910  0.128
H5 -2.89627 -4.27895 -0.15041  0.128
H6 -1.03714 -3.72980 1.41065  0.124
H7 -1.49959 -2.01204 1.38671  0.107
H8 -1.16003 -2.23456 -1.10547  0.125
H9 4.53426 -1.22616 1.41635  0.105
H10 6.95891 -1.34389 0.68508  0.075
H11 6.74192 0.20358 -0.15588  0.078
H12 6.61985 0.13339 1.60492  0.088
H13 2.53326 -0.30159 1.17464  0.127
H14 2.36910 4.44167 -0.32704  0.088
H15 2.21565 3.68566 -1.91720  0.093
H16 3.46911 3.13251 -0.79217  0.058
H17 -0.07957 4.57138 -1.26966  0.094
H18 -1.50363 3.93214 -0.43244  0.081
H19 -0.13457 4.55601 0.50905  0.101
H20 -1.95928 2.08290 -1.91118  0.115
H21 -4.36884 1.62757 -2.11716  0.105
H22 -5.61319 0.65320 -0.22142  0.104
H23 -4.43100 0.11989 1.87747  0.110
H24 -2.02371 0.62008 2.10172  0.118

=====

C2H4N2 | the ωB97M-V functional and the def2-TZVPD basis

structure (SMILES): [H]/N=C\C=N\[H]
molecular weight: 56.068 g mol⁻¹
lowest unoccupied orbital energy: 0.11 eV

Last column: Löwdin charge in e.
Geometry (Å):
H1 1.14442 1.46432 -0.00457  0.047
N1 1.65083 0.57695 -0.00185  0.104
C1 0.88715 -0.41981 0.00122  -0.258
C2 -0.59070 -0.37167 0.00117  -0.237
N2 -1.15584 0.75233 -0.00237  0.098
H2 -2.17257 0.74782 -0.00224  0.055
H3 1.34010 -1.40709 0.00421  0.088
H4 -1.10339 -1.34285 0.00443  0.103